{"formula": "C4H8N4OP", "method": "ωB97M-V/def2-TZVPD", "elements": ["C", "C", "C", "C", "N", "N", "N", "N", "O", "P", "H", "H", "H", "H", "H", "H", "H", "H"], "positions_angstrom": [[-1.15, 1.87, -0.74], [-0.42, 0.72, -0.28], [0.35, -1.73, -0.11], [-0.62, -0.68, -0.78], [-0.62, 2.93, -0.09], [0.46, 1.17, 0.63], [0.28, 2.48, 0.69], [1.55, -1.02, 0.39], [-2.16, -1.87, 1.17], [-2.50, -1.19, -0.11], [-1.64, 2.07, -1.66], [0.43, -2.55, -0.86], [0.10, -2.19, 0.86], [-0.43, -0.60, -1.89], [0.84, 3.06, 1.35], [1.99, -1.71, 1.05], [1.20, 0.07, 0.77], [2.31, -0.84, -0.38]], "e_above_lowest_kcal_mol": 45.3, "e_homo_ha": -0.490, "gap_ev": 8.6, "charge": 1, "e_tot_ha": -792.523222, "lumo_energy_ev": -4.75}

***

{"formula": "C5H5NaO6", "method": "ωB97M-V/def2-TZVPD", "elements": ["C", "C", "O", "O", "H", "H", "C", "C", "O", "C", "O", "O", "O", "H", "H", "Na", "H"], "positions_angstrom": [[2.69, -0.32, 1.32], [2.04, -1.16, 0.15], [1.46, -2.24, 0.61], [3.76, 0.18, 1.18], [2.07, -0.27, 2.24], [2.78, -1.30, -0.66], [-1.32, 0.15, -0.02], [-1.81, 0.32, -1.44], [-1.98, 1.73, -1.55], [-1.76, 2.32, -0.39], [-1.41, 1.38, 0.56], [-1.90, 3.47, -0.14], [-1.43, -0.86, 0.65], [-2.77, -0.20, -1.61], [-1.06, -0.04, -2.15], [-0.57, -2.80, 1.43], [1.18, -0.35, -0.18]], "e_above_lowest_kcal_mol": 0.0, "e_homo_ha": [-0.530, -0.534], "gap_ev": [10.2, 7.6], "charge": 1, "multiplicity": 2, "e_tot_ha": -806.990533, "lumo_energy_ev": [-4.18, -6.91]}

***

{"formula": "C10H8OS", "method": "ωB97M-V/def2-TZVPD", "elements": ["C", "C", "C", "C", "C", "C", "C", "C", "C", "C", "H", "H", "H", "H", "H", "H", "H", "H", "O", "S"], "positions_angstrom": [[0.47, 1.77, -1.78], [1.76, 1.30, -2.02], [2.20, 0.18, -1.32], [1.39, -0.47, -0.39], [0.08, 0.02, -0.14], [-0.36, 1.14, -0.85], [-0.76, -0.65, 0.84], [-0.38, -1.31, 1.98], [-1.48, -1.84, 2.71], [-2.68, -1.58, 2.12], [0.63, 3.21, -3.03], [2.40, 1.80, -2.75], [3.22, -0.23, -1.49], [1.73, -1.35, 0.15], [-1.33, 1.56, -0.67], [0.65, -1.40, 2.30], [-1.36, -2.42, 3.64], [-3.66, -1.88, 2.45], [-0.04, 2.86, -2.42], [-2.49, -0.69, 0.67]], "e_above_lowest_kcal_mol": 0.5, "e_homo_ha": -0.302, "smiles": "Oc1cccc(-c2cccs2)c1", "gap_ev": 8.9, "charge": 0, "e_tot_ha": -859.287694, "lumo_energy_ev": 0.63}

***

{"formula": "C5H10ClN", "method": "ωB97M-V/def2-TZVPD", "elements": ["C", "C", "C", "C", "C", "N", "Cl", "H", "H", "H", "H", "H", "H", "H", "H", "H", "H"], "positions_angstrom": [[-1.22, -0.86, 0.17], [-0.40, 0.38, -0.29], [-2.74, -0.94, 0.23], [1.87, -0.49, -0.73], [1.53, 1.43, 0.61], [0.91, 0.42, -0.12], [-1.27, 1.77, -0.58], [-0.72, -1.73, 0.54], [-3.20, -1.97, 0.47], [-3.13, -0.62, -0.76], [-3.18, -0.18, 1.00], [2.54, -1.08, -0.06], [1.21, -1.33, -1.20], [2.59, 0.06, -1.47], [2.32, 1.84, -0.02], [0.89, 2.30, 0.73], [1.99, 1.00, 1.48]], "e_above_lowest_kcal_mol": 66.3, "e_homo_ha": -0.267, "smiles": "C/C=C(\\Cl)N(C)C", "gap_ev": 8.1, "charge": 0, "e_tot_ha": -711.349767, "lumo_energy_ev": 0.85}

***

{"formula": "C2H2Cl2O", "method": "ωB97M-V/def2-TZVPD", "elements": ["C", "C", "O", "Cl", "Cl", "H", "H"], "positions_angstrom": [[-0.66, -0.64, 0.26], [0.03, -1.34, -0.57], [0.99, -0.78, 0.12], [0.05, -2.22, -1.93], [-0.26, 2.66, 0.79], [0.86, 1.96, 0.84], [-1.00, 0.35, 0.49]], "e_above_lowest_kcal_mol": 94.7, "e_homo_ha": -0.322, "smiles": "ClC1=CO1.Cl", "gap_ev": 9.4, "charge": 0, "e_tot_ha": -1072.873727, "lumo_energy_ev": 0.65}

***

{"formula": "C22H22FeNO3", "method": "ωB97M-V/def2-TZVPD", "elements": ["C", "C", "C", "C", "N", "C", "C", "C", "C", "C", "C", "C", "C", "H", "H", "H", "H", "H", "H", "H", "H", "H", "H", "H", "H", "H", "H", "H", "O", "C", "Fe", "C", "O", "C", "O", "C", "C", "C", "C", "C", "C", "C", "H", "H", "H", "H", "H", "H", "H"], "positions_angstrom": [[3.56, -2.24, 1.96], [3.41, -0.85, 1.77], [2.18, -0.24, 2.03], [1.10, -1.00, 2.55], [-0.19, -0.51, 2.49], [-1.32, -1.12, 2.53], [-2.63, -0.29, 2.49], [-3.81, -0.95, 1.75], [-3.99, -2.44, 2.04], [-2.67, -3.19, 1.85], [-1.51, -2.62, 2.68], [1.43, -2.28, 3.07], [2.57, -2.96, 2.64], [4.43, -2.75, 1.55], [4.24, -0.27, 1.37], [2.02, 0.81, 1.79], [-2.92, -0.13, 3.54], [-2.41, 0.70, 2.04], [-4.74, -0.42, 2.00], [-3.65, -0.83, 0.67], [-4.37, -2.59, 3.06], [-4.73, -2.86, 1.35], [-2.79, -4.26, 2.06], [-2.39, -3.10, 0.79], [-0.60, -3.13, 2.38], [-1.69, -2.82, 3.76], [0.73, -2.76, 3.75], [2.69, -4.02, 2.85], [1.50, 1.76, -6.41], [1.20, 1.91, -5.30], [0.72, 1.86, -3.59], [-0.73, 0.93, -4.11], [-1.52, 0.26, -4.63], [1.57, 0.29, -3.44], [2.08, -0.74, -3.56], [0.11, 1.99, -1.62], [1.30, 2.36, -0.89], [2.36, 2.86, -1.57], [2.24, 3.05, -3.01], [1.24, 3.92, -3.54], [-0.01, 4.08, -2.96], [-0.61, 2.95, -2.38], [-0.45, 1.11, -1.27], [1.35, 2.18, 0.19], [3.32, 3.07, -1.10], [3.15, 2.92, -3.61], [1.53, 4.54, -4.40], [-0.60, 4.98, -3.16], [-1.70, 2.85, -2.43]], "e_homo_ha": [-0.252, -0.416], "gap_ev": [2.7, 3.9], "charge": 1, "multiplicity": 5, "e_tot_ha": -2395.180633, "lumo_energy_ev": [-4.18, -7.40]}